49
Properties=species:S:1:pos:R:3:forces:R:3 method="wB97M-V/def2-TZVPD" lumo_energy_ev=0.3 relative_energy_ev=3.9212 smiles=C[C@@H](N)CNCCS.O.O.O.O.O.O.O.O.O orbital_gap_ev=9.229 homo_ev=-8.942
C 1.804609 -1.676618 2.215386 2.156 -2.023 -3.881
C 0.604704 -0.778628 2.121459 1.087 0.888 -0.820
N -0.244047 -0.894718 3.324442 -0.257 -0.011 -0.661
C 1.239810 0.633273 1.814052 -0.083 2.336 3.236
N 0.619089 1.160916 0.605378 -0.544 1.451 0.952
C 0.600116 2.683305 0.449608 -1.342 -1.914 1.191
C -0.143316 2.909275 -0.900223 -1.821 0.200 0.536
S -1.692721 4.033404 -0.702104 0.093 -1.206 -1.150
H 1.687655 -2.736736 1.914070 -0.750 0.297 -0.032
H 2.718923 -1.389719 1.506428 -1.986 -0.200 1.511
H 2.216218 -1.827979 3.160475 0.570 0.571 1.981
H -0.088333 -0.934327 1.243688 1.494 -0.362 0.927
H 0.333661 -0.849181 4.144501 0.398 0.387 0.423
H -0.546179 -1.869229 3.328056 -0.323 0.142 -0.073
H 2.436223 0.733958 1.818199 -2.671 -0.692 -0.149
H 0.918750 1.307538 2.820860 0.648 -1.271 -2.806
H 1.039963 0.720604 -0.193060 0.626 0.173 -0.316
H 1.573265 3.204638 0.384928 -0.173 -0.592 0.303
H 0.081677 2.925909 1.477133 0.659 0.446 -2.324
H 0.521141 3.373561 -1.604470 0.138 0.224 -0.354
H -0.552464 1.965249 -1.345163 0.599 0.793 0.586
H -2.496710 3.555729 -1.781476 1.283 0.459 1.344
O -3.207539 0.989208 2.502404 0.956 0.341 1.241
H -3.169174 1.969056 2.584530 0.029 -1.003 0.035
H -2.587939 0.622445 3.205051 -0.894 0.703 -1.292
O -0.936318 -2.447956 -1.654326 0.556 -2.163 3.322
H -1.581444 -1.769115 -1.864362 -0.935 0.778 -0.111
H -1.160082 -2.794675 -0.681970 0.088 1.319 -2.855
O 2.777069 0.301652 -0.756341 -0.772 -3.774 3.810
H 2.470061 -0.731364 -0.661306 1.011 3.281 -0.320
H 2.892052 0.352767 -1.657966 0.316 0.489 -3.218
O -2.053801 0.049194 0.148781 1.937 1.110 1.242
H -1.051889 0.344090 0.338424 -2.170 0.136 -0.464
H -2.594438 0.555459 0.801017 0.438 -0.250 -0.231
O -2.559624 -0.389452 -2.296936 0.077 0.335 0.775
H -1.916575 0.026750 -2.888357 -0.153 0.286 0.346
H -2.443135 -0.018204 -1.337219 0.061 -0.489 -1.703
O -1.791803 -2.438746 1.187147 -1.930 -0.406 0.348
H -1.621966 -1.496044 1.331049 -0.231 -0.093 -0.322
H -2.794235 -2.422469 1.162415 1.696 -0.288 -0.083
O -0.159280 1.222127 -4.216035 1.372 -0.218 0.621
H -0.496137 0.470558 -4.689147 -0.534 -0.434 -0.586
H 0.753755 0.882283 -4.007842 -0.989 0.574 -0.012
O 1.992067 -0.323247 -3.205281 0.314 -0.569 -0.213
H 1.581208 -0.971739 -2.600899 -0.015 0.162 -0.340
H 2.850764 -0.746339 -3.356470 -0.220 0.168 -0.368
O 1.612708 -2.237232 -1.235358 1.257 -0.261 0.693
H 1.919940 -3.054514 -0.806463 -0.269 0.464 -0.330
H 0.643718 -2.194712 -1.146711 -0.800 -0.294 -0.408



78
Properties=species:S:1:pos:R:3:forces:R:3 method="wB97M-V/def2-TZVPD" lumo_energy_ev="1.4 / 1.4" relative_energy_ev=0.0000 multiplicity=7 s_squared=12.68 orbital_gap_ev="6.722 / 6.729" total_charge=-1 homo_ev="-5.337 / -5.345"
Tb 0.052520 0.021599 -0.321421 0.138 -0.036 0.104
S 2.630269 -0.954715 -1.184744 0.014 -0.050 -0.132
C 1.782981 -0.872622 -2.697985 0.134 -0.102 -0.047
C 2.411522 -1.019602 -3.949610 0.039 -0.021 0.044
C 1.667638 -0.907520 -5.097929 -0.051 0.010 -0.069
C 0.296959 -0.638531 -5.025895 -0.043 0.009 0.094
C -0.261275 -0.506374 -3.774300 0.062 -0.103 -0.102
N 0.456038 -0.652648 -2.654400 -0.063 0.296 0.211
H 3.477049 -1.197844 -3.981259 0.008 0.000 0.018
H 2.150484 -1.009223 -6.062508 -0.005 -0.001 -0.007
H -0.310162 -0.519650 -5.911434 0.010 0.002 -0.015
H -1.312297 -0.276409 -3.628944 -0.002 -0.004 -0.031
O 0.385298 -2.496470 3.332260 0.030 -0.082 -0.018
C 0.285356 -2.354256 2.127835 0.014 0.096 -0.083
O 0.404613 -1.230944 1.494687 0.023 -0.203 0.296
C -0.002183 -3.563963 1.220759 0.028 -0.079 0.082
P -0.289057 -2.982768 -0.486270 -0.286 0.055 -0.026
C -2.034304 -2.440655 -0.447180 -0.128 -0.134 -0.019
C -2.704342 -2.306734 -1.670526 0.045 0.027 0.006
C -3.955362 -1.728154 -1.732364 -0.024 0.010 0.001
C -4.568878 -1.266371 -0.573487 -0.007 0.008 -0.007
C -3.926196 -1.401508 0.642686 0.020 -0.015 -0.012
C -2.665211 -1.987396 0.709122 0.030 0.061 0.063
C -0.391995 -4.491038 -1.504067 0.056 -0.037 0.042
C -1.414308 -5.431537 -1.381118 -0.016 0.031 0.036
C -1.426712 -6.560786 -2.180976 0.003 -0.014 -0.012
C -0.417186 -6.761227 -3.116041 -0.019 -0.029 -0.009
C 0.599699 -5.830195 -3.248369 0.022 -0.011 -0.024
C 0.611173 -4.697011 -2.445175 0.043 0.016 -0.028
H -0.826772 -4.149219 1.633731 0.031 0.018 -0.006
H 0.885448 -4.201525 1.222691 -0.009 0.016 -0.007
H -2.222633 -2.636922 -2.584985 0.009 -0.015 0.015
H -4.441500 -1.596549 -2.689432 -0.004 0.004 -0.005
H -5.532836 -0.778706 -0.632093 -0.009 0.001 0.005
H -4.387841 -1.035775 1.551056 -0.010 0.007 0.005
H -2.178796 -2.058114 1.674206 0.010 -0.023 -0.004
H -2.211936 -5.265077 -0.666203 0.006 0.001 0.006
H -2.226067 -7.283874 -2.079719 -0.002 -0.012 -0.008
H -0.431084 -7.642649 -3.744677 0.003 -0.007 -0.005
H 1.383330 -5.977958 -3.980297 0.002 -0.008 -0.009
H 1.400366 -3.960361 -2.550143 0.002 0.016 0.008
C 3.387034 2.949457 3.252365 0.041 0.036 0.021
C 1.924666 2.758573 3.364701 0.032 0.091 0.090
N 1.146430 3.319813 4.230529 0.135 0.005 0.067
N -0.100176 2.863593 3.908407 0.050 -0.113 -0.156
C -0.124896 2.049720 2.842444 -0.057 -0.056 -0.064
S -1.442553 1.341329 2.099672 0.045 0.072 -0.028
N 1.199914 1.966718 2.505849 -0.248 0.042 0.040
N 1.673317 1.216844 1.441169 -0.047 -0.066 -0.074
H 3.717650 3.587966 4.067031 0.002 -0.007 -0.001
H 3.636747 3.431713 2.306332 0.007 0.007 -0.021
H 3.914946 1.996789 3.302355 -0.005 -0.012 0.000
H -0.907012 3.166369 4.421415 -0.025 0.018 0.003
H 2.086703 0.352806 1.779898 0.055 -0.023 -0.048
H 2.301134 1.757282 0.855776 0.006 0.032 0.000
O -3.522002 1.385097 -2.453193 0.013 0.129 0.050
C -2.585340 1.674910 -1.722081 -0.069 -0.261 -0.325
O -1.864115 0.834051 -1.073133 0.122 0.246 0.090
C -2.194701 3.143147 -1.608198 -0.017 0.102 -0.042
C -1.309566 3.611561 -0.645850 -0.104 -0.090 -0.082
C -0.979867 4.952546 -0.626654 0.214 0.096 0.185
C -1.473172 5.873096 -1.529448 -0.113 -0.251 -0.017
C -2.354086 5.369680 -2.469360 -0.076 0.170 -0.084
C -2.727979 4.038248 -2.529354 0.097 -0.032 0.142
N -2.920679 6.314004 -3.457869 0.216 -0.078 -0.028
O -2.582258 7.478968 -3.376566 -0.104 -0.026 -0.001
O -3.671742 5.867216 -4.299792 -0.040 0.050 0.050
N -0.039583 5.426030 0.416247 -0.142 -0.034 -0.113
O 0.443288 4.595248 1.162823 0.031 -0.012 -0.011
O 0.184000 6.615599 0.473566 0.025 0.018 0.012
H -0.886737 2.947963 0.090395 -0.070 0.023 0.004
H -1.192992 6.913342 -1.502242 0.004 -0.008 -0.012
H -3.420860 3.682326 -3.276794 -0.005 0.011 -0.007
N 1.085596 1.951826 -1.305941 -0.110 0.187 -0.106
C 1.465477 2.720661 -2.102732 0.009 -0.066 0.151
N 1.804186 3.545677 -3.018594 -0.091 0.001 -0.005
C 2.828132 4.357452 -2.816157 0.076 0.062 -0.047
N 3.709042 5.102117 -2.714511 0.039 0.039 0.015



66
Properties=species:S:1:pos:R:3:forces:R:3 method="wB97M-V/def2-TZVPD" lumo_energy_ev="-4.7 / -3.9" relative_energy_ev=4.2663 multiplicity=4 s_squared=4.12 orbital_gap_ev="5.294 / 6.105" total_charge=+1 homo_ev="-9.976 / -9.998"
Re -0.568384 -0.286368 -0.517684 -0.369 -1.699 0.512
C 2.897826 1.286291 1.781647 1.580 -0.171 -0.357
C 2.254544 1.091046 0.498259 -2.919 1.558 0.724
N 1.714022 -1.361441 -0.280266 -3.080 1.383 -0.481
C 1.923726 -2.682699 0.268146 0.729 0.666 -0.586
C 0.625053 -3.070033 0.990586 -0.015 -0.154 0.023
N -0.103190 -1.921964 1.548077 -0.025 -0.081 -0.041
C 0.410767 -1.453432 2.827496 0.066 0.243 -0.091
C 1.668127 -0.594407 2.752842 -0.099 -0.032 0.124
N 1.599626 0.618218 1.903049 0.248 0.283 0.035
H 2.939958 2.317754 2.126120 0.009 0.033 -0.156
H 3.769317 0.735341 2.142257 -0.300 -0.360 0.185
H 3.569196 -0.058208 -1.178610 -0.970 -1.177 0.650
H 2.477278 1.317463 -1.549572 -1.054 -0.605 0.870
H 0.959726 0.930381 -1.340177 -1.095 -0.570 1.509
H 2.813168 -2.650112 0.907004 -0.204 -0.177 0.297
H 2.162508 -3.408962 -0.516698 -0.229 -0.122 0.040
H 0.859505 -3.809388 1.764864 -0.042 0.008 0.028
H -0.042745 -3.538863 0.270110 0.045 -0.018 -0.029
H -1.075819 -2.182055 1.658651 0.037 -0.085 0.093
H 0.667391 -2.301156 3.475285 -0.018 0.035 0.071
H -0.375924 -0.893849 3.337235 -0.025 0.050 -0.096
H 2.551324 -1.161654 2.468458 -0.095 -0.026 -0.184
H 1.838016 -0.231026 3.770542 0.132 -0.069 0.004
H 0.827387 1.248944 2.097616 -0.100 -0.181 0.069
C -4.914838 -1.959197 -1.282167 -0.030 -0.002 0.025
C -3.429839 -1.723560 -1.287475 0.095 -0.116 -0.085
S -2.834139 -0.585201 -0.159505 0.081 0.284 -0.186
C -2.558365 -2.366930 -2.130292 -0.146 0.067 0.083
C -2.991425 -3.375308 -3.155649 0.015 -0.016 -0.011
S -0.880883 -2.068289 -2.011648 0.099 0.057 -0.090
H -5.375772 -1.514514 -0.402415 0.009 0.014 -0.004
H -5.146322 -3.023957 -1.284678 0.005 -0.001 0.003
H -5.378449 -1.510334 -2.162902 0.000 -0.009 -0.002
H -4.074037 -3.450395 -3.215178 -0.002 0.009 0.005
H -2.590769 -4.362577 -2.919884 0.002 0.001 0.000
H -2.615373 -3.098420 -4.140986 0.007 -0.001 0.003
Cl -0.552109 0.769306 -5.671971 0.023 -0.033 0.059
C 0.690799 -0.047590 -4.767363 -0.078 0.303 -0.113
C 1.390072 -1.072628 -5.378937 0.054 -0.028 0.064
C 2.409302 -1.703570 -4.684403 -0.055 0.042 0.006
C 2.650116 -1.354489 -3.363941 0.211 -0.129 0.340
C 1.896464 -0.379553 -2.758486 -0.335 0.062 -0.006
Cl 2.031941 0.050082 -0.943464 8.052 1.015 -3.290
C 0.950630 0.374279 -3.459460 -0.092 -0.344 -0.720
N 0.179753 1.415734 -2.877628 0.276 0.146 0.396
C 0.738158 2.709789 -2.545844 -0.181 -0.038 -0.215
C 1.998091 3.074172 -2.997591 -0.069 0.113 -0.099
C 2.531507 4.300813 -2.635182 0.030 -0.032 -0.012
C 1.789339 5.166875 -1.848958 -0.025 0.021 0.001
C 0.520481 4.799753 -1.429041 -0.010 0.015 -0.009
C -0.032555 3.564270 -1.754854 0.148 -0.061 0.318
C -1.404743 3.221007 -1.207347 -0.091 0.074 -0.177
C -1.465847 2.510025 0.143424 0.183 0.021 -0.143
O -2.235267 2.821740 1.007182 -0.006 0.041 0.050
O -0.590137 1.504452 0.294235 -0.251 0.295 0.493
H 1.143977 -1.342844 -6.395739 0.033 -0.015 -0.006
H 3.002706 -2.473082 -5.157989 -0.003 0.014 -0.033
H 3.454142 -1.823847 -2.804494 -0.133 -0.112 0.090
H -0.708788 1.547896 -3.347705 -0.055 -0.332 0.008
H 2.544183 2.408989 -3.656612 0.020 -0.027 0.038
H 3.517773 4.579018 -2.981314 -0.009 0.017 -0.011
H 2.187340 6.134365 -1.575146 0.013 -0.007 0.009
H -0.062590 5.488701 -0.829476 0.000 -0.017 0.019
H -1.978896 2.597960 -1.901295 0.023 -0.028 0.007
H -1.978680 4.137780 -1.086288 -0.013 -0.002 -0.017



83
Properties=species:S:1:pos:R:3:forces:R:3 method="wB97M-V/def2-TZVPD" lumo_energy_ev=-5.7 relative_energy_ev=6.1393 orbital_gap_ev=2.234 total_charge=+1 homo_ev=-7.898
C -0.382819 4.246122 2.817623 -0.738 -1.825 -6.011
C -0.442274 3.731563 1.601703 0.105 3.042 4.940
C -0.548864 3.315889 0.030712 0.388 0.224 1.546
C -0.393590 1.715997 -0.118530 -0.519 -2.205 0.960
C 1.075807 1.168595 0.279796 0.874 1.362 -0.334
C 1.941214 0.573095 -0.949716 0.561 -0.226 0.770
C 1.528318 -0.919167 -1.411988 1.097 -0.573 -0.815
C 2.830890 -1.719508 -2.017382 -0.372 0.012 -0.367
C 3.465867 -0.977035 -3.321116 -0.051 -0.955 -0.188
C 2.733804 -1.383516 -4.715980 1.052 0.353 -0.419
C 3.796715 -1.026026 -5.915377 -0.405 -1.343 -0.426
C 3.128597 -0.251048 -7.163691 -0.839 -0.227 0.468
C 3.067903 1.357084 -7.024729 0.403 0.145 -1.239
C 4.374428 2.045318 -6.365515 -0.544 1.017 -0.061
C 3.924666 2.729389 -4.964610 -0.905 0.612 -0.456
C 3.541041 4.298042 -5.268601 0.306 -0.148 0.990
C 4.835097 5.223890 -4.924591 -0.200 0.180 -0.069
C -1.066589 1.304201 -1.537920 -2.151 1.273 1.207
O -2.488320 1.425498 -1.128053 1.072 -0.458 -0.063
B -2.544801 0.646495 0.140973 1.091 0.326 -0.197
O -1.254628 0.981491 0.833072 1.164 1.942 -0.834
H -0.461404 4.918466 3.758298 0.340 -1.764 -2.235
H 0.295612 3.847745 -0.541853 -1.095 -0.740 1.047
H -1.546761 3.741893 -0.368176 1.504 -1.083 0.802
H 1.029600 0.444193 1.194053 -0.205 1.144 -1.964
H 1.670560 2.096279 0.675884 -0.879 -1.576 -0.669
H 3.043571 0.497924 -0.564711 -1.850 0.125 -0.673
H 1.982287 1.343417 -1.819151 -0.302 -1.431 1.354
H 0.754421 -0.923583 -2.285859 1.163 0.055 1.893
H 1.176191 -1.561951 -0.512353 0.208 1.342 -1.508
H 2.482303 -2.774847 -2.378910 0.547 1.821 0.664
H 3.627603 -1.930873 -1.190274 -1.349 0.699 -1.425
H 3.456031 0.170935 -3.255670 0.065 -1.734 0.125
H 4.576220 -1.319620 -3.437453 -1.937 0.644 0.288
H 1.769645 -0.792862 -4.928528 1.344 -0.903 0.639
H 2.505408 -2.525838 -4.783712 0.300 2.090 0.360
H 4.731162 -0.527513 -5.470291 -1.526 -0.493 -0.822
H 4.153604 -2.063770 -6.320510 -0.454 1.895 0.663
H 3.601248 -0.588090 -8.165810 -0.526 0.781 1.732
H 2.017835 -0.614521 -7.213555 1.962 0.529 -0.031
H 2.981137 1.775020 -8.113344 0.001 -0.784 1.905
H 2.109370 1.721338 -6.481976 1.687 -0.780 -0.754
H 5.302194 1.371532 -6.297169 -1.622 0.803 0.002
H 4.673031 2.930432 -7.068818 -0.344 -1.627 1.290
H 2.938002 2.255056 -4.554873 1.918 0.441 -0.778
H 4.709066 2.674113 -4.126249 -1.104 0.130 -1.336
H 3.195893 4.475197 -6.350550 0.547 -0.545 1.603
H 2.640022 4.571833 -4.582041 1.667 -0.269 -1.186
H 5.725577 4.543783 -4.661561 -1.350 1.148 -0.301
H 5.176609 5.895991 -5.799400 -0.698 -1.080 1.347
H 4.590706 5.913632 -4.030295 0.569 -1.147 -1.410
H -0.916829 2.169069 -2.282170 0.124 -1.770 0.586
H -1.033288 0.214831 -1.900981 1.016 1.779 0.439
H -2.472048 -0.555723 0.044460 -0.371 -0.865 -0.587
H -3.452234 0.893941 0.891715 -0.980 0.504 0.340
C -2.692868 2.112029 4.452310 0.264 0.243 -0.083
N -3.007359 0.719987 4.832123 -0.301 -0.337 0.051
C -2.110160 0.015487 5.549569 -0.318 -0.515 -0.002
C -2.392504 -1.282515 5.956596 0.263 0.181 -0.004
C -3.615801 -1.871687 5.631620 0.088 0.914 -0.326
C -4.508388 -1.117102 4.867628 -0.107 -0.045 0.062
C -4.185053 0.174611 4.477132 0.132 -0.349 0.099
C -3.978846 -3.225602 6.090653 -0.251 -0.630 0.183
C -5.122399 -3.432042 6.866772 -0.192 -0.137 0.076
C -5.489158 -4.712152 7.255498 0.258 0.440 -0.262
N -4.750180 -5.776833 6.886998 -0.052 0.350 0.061
C -3.625865 -5.614483 6.158824 0.018 0.612 -0.105
C -3.221413 -4.349222 5.753508 0.094 -0.381 0.039
C -5.174798 -7.140839 7.263246 0.070 -0.155 -0.064
H -1.757228 2.104263 3.888370 -0.117 0.162 -0.140
H -2.593800 2.691487 5.372536 0.033 -0.034 -0.135
H -3.495101 2.521220 3.838508 0.183 -0.180 -0.010
H -1.175449 0.506149 5.800889 -0.167 0.008 -0.132
H -1.654170 -1.816056 6.549629 -0.098 0.137 -0.117
H -5.467786 -1.528182 4.564781 0.167 0.118 0.002
H -4.866876 0.778477 3.887741 0.244 -0.020 0.005
H -5.741280 -2.595224 7.179854 0.095 -0.167 -0.054
H -6.376436 -4.892943 7.853477 0.179 -0.087 -0.111
H -3.068669 -6.508088 5.897496 -0.140 0.082 0.067
H -2.321865 -4.257023 5.150802 -0.151 -0.036 0.085
H -4.361150 -7.607587 7.819950 -0.156 -0.050 -0.085
H -5.386013 -7.686591 6.341536 0.027 -0.048 0.209
H -6.071552 -7.094000 7.881779 0.176 0.055 -0.118



7
Properties=species:S:1:pos:R:3:forces:R:3 method="wB97M-V/def2-TZVPD" lumo_energy_ev=-2.2 relative_energy_ev=3.8591 orbital_gap_ev=8.169 homo_ev=-10.363
C 1.428142 -0.137968 0.331249 -0.845 1.286 -0.553
O -2.413068 0.638155 0.794201 -0.395 0.213 -0.345
F -1.412595 -0.244755 -2.127725 -0.067 0.444 3.259
P 0.371618 1.113089 -0.172427 1.353 -1.474 -0.120
S -1.426795 -0.163190 0.110552 0.842 -0.262 -2.403
H 2.528134 -0.268619 0.228132 -0.979 0.685 0.179
H 0.924564 -0.936711 0.836019 0.091 -0.893 -0.017